No. 1
Entry from the Open Molecules 2025 dataset: a structure of composition C26H19N2O4S4Tc (wB97M-V/def2-TZVPD).

Its charge is +1. The value obtained for the energy relative to the best compared isomer or geometry (same formula, charge and spin) is 98.4 kJ/mol. As for the spin multiplicity: 2.

Atoms and positions in Å:
S (-0.123667, 0.091506, -2.706438)
S (-1.531721, 1.869897, -0.391262)
N (5.106270, -5.382377, 0.062426)
H (-4.164614, 2.472039, -1.252560)
S (0.332863, 0.031459, 2.104328)
H (-4.036528, -3.601987, 0.045815)
C (-2.379604, 1.472352, -1.873116)
C (-1.502194, -1.796782, -1.253353)
Tc (0.328527, 0.379694, -0.302906)
C (-1.769936, 0.767189, -2.906269)
O (0.748085, -1.939968, 0.218979)
C (1.619004, -4.120087, 0.497792)
H (-4.227837, 0.846782, -5.222697)
C (1.747795, -2.717949, 0.215276)
H (-0.049250, 3.400342, 5.632785)
C (2.690959, -4.955972, 0.450503)
H (1.472024, 4.787060, 1.873406)
H (-1.126663, -2.000291, -3.367844)
C (3.258394, -0.904120, -0.430245)
H (4.282316, -0.544488, -0.599628)
C (-2.538572, -2.710848, -1.206725)
H (-1.740314, -0.804535, 3.072379)
C (0.408431, 1.691775, 2.754644)
C (3.084792, -2.253350, -0.086196)
C (-4.344486, 1.702177, -3.252259)
C (-1.475268, -0.326703, 2.131749)
C (1.069643, 4.001989, 2.500177)
C (-2.870040, -2.129130, 1.085598)
C (0.916238, 2.722882, 1.946789)
C (-3.683590, 1.933258, -2.059026)
O (4.870562, -6.567770, 0.206916)
H (-5.351021, 2.075301, -3.386413)
H (0.291673, -2.206526, -2.311884)
S (1.429946, 2.478570, 0.307435)
H (-1.982129, 0.635909, 2.050186)
N (-1.193729, -1.035937, -0.191936)
C (4.178575, -3.133777, -0.102627)
H (5.177225, -2.772145, -0.315172)
C (-2.424366, 0.550912, -4.110936)
C (0.217215, 3.211637, 4.601774)
C (-3.232677, -2.881743, -0.020830)
H (-2.777899, -3.294242, -2.084613)
C (3.981120, -4.460248, 0.141782)
H (0.631315, -4.485473, 0.747553)
H (-1.914719, 0.024191, -4.909319)
C (-0.635698, -1.650155, -2.463230)
H (-0.255866, 1.117520, 4.705968)
O (2.321063, -0.097318, -0.523983)
C (0.709946, 4.244192, 3.810809)
H (2.590501, -6.013239, 0.651842)
H (-3.381919, -2.250482, 2.029888)
C (-1.850714, -1.203016, 0.969552)
C (0.085822, 1.931852, 4.079344)
H (0.824939, 5.237227, 4.222979)
C (-3.717057, 1.015237, -4.284746)
O (6.213434, -4.912590, -0.129462)

Forces on the atoms, in the same order (eV/Å):
S -0.224 -0.122 0.509
S 0.484 -0.261 0.422
N 0.375 -0.247 0.182
H -0.022 0.033 -0.042
S -0.292 0.733 -0.568
H -0.021 0.014 -0.003
C 0.172 -0.147 -0.121
C -0.167 0.162 -0.077
Tc 0.812 -0.461 1.352
C 0.046 0.124 -0.013
O 0.103 -0.164 0.132
C -0.370 0.513 0.026
H -0.006 0.009 0.006
C 1.478 -0.351 -0.209
H 0.015 -0.023 -0.007
C 0.450 -0.004 -0.075
H -0.019 0.039 0.050
H -0.018 -0.040 0.010
C -0.022 -0.067 0.244
H -0.131 0.101 -0.155
C 0.063 -0.082 0.061
H 0.010 -0.006 0.000
C 0.050 0.083 -0.119
C -0.609 -0.495 0.136
C 0.020 0.029 -0.001
C 0.126 -0.008 0.043
C -0.017 -0.206 -0.130
C -0.050 -0.125 -0.050
C -0.335 0.022 0.319
C 0.048 -0.020 0.041
O -0.028 0.195 -0.054
H -0.010 -0.022 0.015
H 0.016 -0.061 -0.040
S -0.160 -1.167 -0.707
H 0.013 0.008 -0.012
N -2.157 0.426 -0.324
C 0.134 -0.099 0.010
H -0.016 -0.005 -0.053
C 0.007 -0.011 -0.083
C -0.040 -0.054 0.031
C 0.086 0.078 0.037
H 0.003 0.003 -0.009
C -0.436 0.177 0.006
H 0.004 -0.057 -0.007
H -0.033 0.011 -0.027
C 0.213 0.231 -0.030
H -0.019 0.023 0.033
O 0.783 1.245 -0.799
C -0.003 -0.068 0.021
H -0.046 -0.010 -0.009
H 0.022 0.006 0.013
C 0.028 0.086 -0.040
C -0.066 0.117 0.130
H -0.011 -0.010 0.010
C 0.023 -0.040 -0.048
O -0.257 -0.036 -0.028

---

No. 2
Entry from the Open Molecules 2025 dataset: a cluster of 3 separate species, C26H19N3O4S in total (wB97M-V/def2-TZVPD).

Its charge is 0. The value obtained for the energy relative to the best compared isomer or geometry (same formula, charge and spin) is 982.0 kJ/mol. Its SMILES is C#CN1c2ccccc2Sc2ccccc21.O=[N+]([O-])c1ccccc1.O=[N+]([O-])c1ccccc1.

Atoms and positions in Å:
H (2.335814, -4.167473, -1.248683)
C (-7.349966, 2.092169, 1.571344)
H (-0.119452, 0.263748, 4.029217)
C (7.363390, 1.607231, -2.304048)
C (-7.349791, 4.701793, 0.710144)
C (-1.285537, -0.981674, 0.092122)
S (-0.244583, -3.114493, -1.360161)
H (-9.443953, 2.070677, 1.107731)
C (6.365578, -0.539000, -1.884067)
C (6.239760, 0.793212, -2.243704)
C (3.539493, -2.842691, -0.100849)
H (-9.443626, 4.417961, 0.334503)
C (-1.531497, -2.097619, -0.693031)
C (1.184385, -2.508346, -0.510596)
C (8.617213, 1.093800, -1.997896)
H (-4.511414, -0.004850, 0.540852)
H (7.261786, 2.645633, -2.591109)
O (8.868036, -2.856517, -0.930598)
H (9.490477, 1.729749, -2.043825)
C (2.350048, -3.253169, -0.668840)
N (-7.345476, 0.689248, 2.015978)
H (-5.256887, 4.699141, 1.185761)
C (-6.168199, 2.810012, 1.605931)
C (-3.676799, -0.597639, 0.191494)
C (-8.527762, 3.966448, 0.689988)
C (-6.172935, 4.124975, 1.169210)
N (7.761947, -2.449109, -1.216349)
C (-0.009448, -0.147329, 1.818957)
C (2.388011, -0.942036, 0.815614)
C (-8.532887, 2.650023, 1.122437)
H (-2.245295, 0.665372, 1.100524)
H (9.724551, -0.642979, -1.393266)
N (0.027153, -0.493110, 0.476052)
H (4.469861, -1.297278, 1.086096)
O (-8.387784, 0.072083, 1.947156)
O (-6.294399, 0.232059, 2.419729)
C (-2.385929, -0.231681, 0.513216)
H (5.495625, -1.178146, -1.835243)
C (3.553792, -1.664481, 0.643481)
H (-7.348763, 5.727729, 0.366161)
H (-3.019009, -3.352911, -1.614605)
C (-2.832970, -2.475587, -1.007487)
C (7.623823, -1.032133, -1.587686)
H (2.439476, -0.030142, 1.395411)
C (1.178000, -1.350582, 0.252483)
H (5.263782, 1.194964, -2.478791)
C (8.753733, -0.236164, -1.634157)
H (-4.929381, -2.041779, -0.795902)
C (-3.917726, -1.740674, -0.565710)
C (-0.038923, 0.167199, 2.974104)
H (4.466721, -3.386431, -0.213977)
H (-5.257423, 2.354902, 1.966153)
O (6.751569, -3.124129, -1.216348)

Forces on the atoms, in the same order (eV/Å):
H -0.164 0.009 -0.036
C 0.006 0.176 -0.063
H 0.064 0.185 -0.012
C 0.003 -0.019 0.007
C -0.003 -0.017 0.005
C -0.445 0.580 -0.188
S 0.008 0.091 0.008
H 0.062 -0.091 0.037
C -0.181 -0.006 -0.024
C 0.106 0.045 0.005
C 0.133 0.453 0.303
H -0.011 -0.013 0.002
C 0.677 -0.255 -0.062
C -0.687 -0.034 -0.168
C -0.110 0.013 -0.017
H 0.055 0.040 0.064
H 0.000 0.001 0.007
O 0.002 -0.004 -0.013
H 0.011 -0.010 0.006
C 0.331 -0.064 0.019
N 0.001 -0.050 0.019
H 0.010 -0.011 0.008
C 0.173 0.042 0.015
C -0.237 -0.238 -0.109
C 0.108 0.030 0.014
C -0.102 0.016 -0.030
N -0.024 0.016 0.041
C 0.113 0.366 -0.640
C 0.179 0.124 0.002
C -0.176 0.024 -0.052
H 0.200 -0.048 0.026
H -0.050 -0.104 0.011
N -0.258 -1.293 1.175
H 0.032 -0.052 0.015
O -0.007 0.003 0.011
O 0.002 -0.017 -0.003
C -0.082 0.099 -0.063
H 0.065 -0.073 0.027
C -0.209 -0.147 -0.169
H -0.001 0.001 0.007
H 0.217 -0.072 0.022
C -0.442 0.059 -0.025
C -0.021 0.192 -0.067
H -0.203 0.012 -0.010
C 0.595 0.393 -0.131
H -0.013 -0.018 0.005
C 0.172 0.053 0.008
H 0.003 -0.047 -0.063
C 0.358 0.263 0.153
C -0.089 -0.210 0.035
H -0.129 -0.202 -0.158
H -0.059 -0.093 0.018
O 0.013 -0.098 0.024

---

| no. | DFT total energy (eV) | molecular weight (g mol⁻¹) |
| --- | --- | --- |
| 1 | -83972.3519 | 649.7 |
| 2 | -50758.1291 | 469.5 |